ORCA calculation (ωB97M-V/def2-TZVPD) on CH2N3O3 as an isolated structure at a distorted geometry.

## Properties
HOMO ... -3.14 eV
Net charge ... -1
Gap between HOMO and LUMO ... 7.42 eV

Last column: natural (NBO) charge in e.
Atoms and positions in Å:
C -0.73163 0.18410 -0.06422  0.304
N -1.72715 -0.37433 0.62850  -0.220
N -0.43263 -0.61035 -1.08831  0.024
N 0.76482 1.07484 0.97703  -0.377
O 1.82011 0.22097 0.61896  -0.614
O -2.06587 -1.13882 -0.39842  -0.415
O -0.05407 -0.40670 -2.26078  -0.485
H 0.54354 0.87953 1.90919  0.316
H 1.88288 0.17076 -0.32197  0.467

ORCA calculation (ωB97M-V/def2-TZVPD) on CH2N4O in the gas phase at a distorted geometry.

## Properties
HOMO ... -9.73 eV
Gap between HOMO and LUMO ... 10.21 eV
SMILES ... O=c1[nH]nn[nH]1

Last column: natural (NBO) charge in e.
Atoms and positions in Å:
O 1.94742 0.02571 0.03954  -0.581
C 0.78915 -0.07741 -0.07744  0.723
N -0.06990 1.08729 -0.15370  -0.479
N -1.33577 0.63808 0.12910  -0.013
N -1.43170 -0.57803 -0.07445  -0.015
N -0.12204 -1.11885 0.00999  -0.521
H 0.13052 2.13754 0.45778  0.438
H 0.27108 -2.07823 0.31394  0.448

ORCA calculation (ωB97M-V/def2-TZVPD) on a 2-piece molecular cluster, CH2N4O2 overall at a distorted geometry.

## Properties
HOMO (spin up / spin down) ... -9.68 / -9.69 eV
Gap between HOMO and LUMO (spin up / spin down) ... 8.42 / 8.43 eV

Last column: natural (NBO) charge in e.
Atoms and positions in Å:
C 1.37071 -0.12830 -0.81076  0.354
N 2.39244 -0.58842 -1.02410  -0.304
N -0.38639 1.19791 0.12478  -0.468
N 0.14186 0.34584 -0.74005  -0.257
N -0.75871 -1.18753 0.31224  0.516
O -0.45855 -2.33591 0.23644  -0.299
O -1.54287 -0.57216 0.98390  -0.313
H 0.18709 1.36140 1.11132  0.377
H -0.94559 1.90717 -0.19376  0.394

Number 1: energy -428.9924 Ha. Number 2: energy -333.4823 Ha. Number 3: energy -408.5753 Ha.